## P
Density functional theory data (ωB97M-V/def2-TZVPD) for a 2-piece molecular cluster, C2H2O3 overall.

Its total charge is 0. The HOMO-LUMO gap is 9.09 eV. Its HOMO energy is -8.73 eV. The calculation puts the LUMO energy at 0.36 eV.

XYZ file:
```
7
C2H2O3 ωB97M-V/def2-TZVPD
C -1.59 -0.54 0.10
C 1.61 1.23 0.33
O -0.74 -1.33 -0.54
O 2.27 1.10 1.24
O 0.99 1.39 -0.67
H -2.60 -1.10 0.25
H 0.06 -0.75 -0.71
```

---

## Q
Density functional theory data (ωB97M-V/def2-TZVPD) for C2H2O3 as an isolated structure.

Its total charge is 0. The HOMO-LUMO gap is 10.39 eV. Its HOMO energy is -10.23 eV. The calculation puts the LUMO energy at 0.16 eV.

XYZ file:
```
7
C2H2O3 ωB97M-V/def2-TZVPD
C 0.99 0.05 0.49
C -0.38 -0.21 0.10
O 1.36 -0.24 -0.62
O -0.90 -1.29 0.17
O -0.94 0.85 -0.50
H 1.58 0.27 1.37
H -1.72 0.57 -1.01
```

---

## R
Density functional theory data (ωB97M-V/def2-TZVPD) for a 2-piece molecular cluster, C2H2O3 overall.

Its total charge is 0. The HOMO-LUMO gap is 10.17 eV. Its HOMO energy is -10.32 eV. The calculation puts the LUMO energy at -0.15 eV.

XYZ file:
```
7
C2H2O3 ωB97M-V/def2-TZVPD
C -1.45 0.35 -0.15
C 1.69 -0.86 -0.27
O -1.50 0.64 1.00
O 1.48 0.16 0.42
O 2.71 -0.65 0.53
H -1.84 -0.66 -0.53
H -1.09 1.03 -1.01
```

---

## S
Density functional theory data (ωB97M-V/def2-TZVPD) for a 2-piece molecular cluster, C2H2O3 overall.

Its total charge is 0. The HOMO-LUMO gap is 10.88 eV. Its HOMO energy is -10.25 eV. The SMILES is O=C=O.C=O. The calculation puts the LUMO energy at 0.63 eV.

XYZ file:
```
7
C2H2O3 ωB97M-V/def2-TZVPD
C -1.43 0.34 0.75
C 1.95 -0.43 -1.03
O 1.59 -0.63 0.04
O 2.14 -0.17 -2.13
O -1.28 -0.56 -0.03
H -0.64 0.54 1.63
H -2.33 0.90 0.76
```

---

Relative energies, kJ/mol: P 205.1; Q 129.7; R 594.1; S 0.0.

---

## P
Density functional theory data (ωB97M-V/def2-TZVPD) for a 2-piece molecular cluster, C2H2O3 overall.

Its total charge is 0. The HOMO-LUMO gap is 9.37 eV. Its HOMO energy is -9.04 eV. The calculation puts the LUMO energy at 0.33 eV.

XYZ file:
```
7
C2H2O3 ωB97M-V/def2-TZVPD
C -0.69 -1.37 0.81
C 0.65 0.47 -0.10
O -1.46 -0.49 0.73
O -0.15 -2.38 0.81
O 1.01 0.88 -1.30
H 0.04 1.17 0.58
H 0.60 1.72 -1.53
```

---

## Q
Density functional theory data (ωB97M-V/def2-TZVPD) for the molecule C2H2O3.

Its total charge is 0. The HOMO-LUMO gap (spin up / spin down) is 8.58 / 8.58 eV. Its HOMO energy (spin up / spin down) is -9.80 / -9.80 eV. The calculation puts the LUMO energy (spin up / spin down) at -1.22 / -1.22 eV.

XYZ file:
```
7
C2H2O3 ωB97M-V/def2-TZVPD
C -0.15 -0.40 0.01
C -1.75 0.41 -0.06
O -0.47 -1.61 0.06
O -2.79 -0.03 -0.71
O -2.74 0.13 0.74
H 0.30 0.00 -0.92
H 0.24 0.10 0.92
```

---

## R
Density functional theory data (ωB97M-V/def2-TZVPD) for a 2-piece molecular cluster, C2H2O3 overall.

Its total charge is 0. The HOMO-LUMO gap (spin up / spin down) is 10.32 / 10.32 eV. Its HOMO energy (spin up / spin down) is -10.95 / -10.95 eV. The calculation puts the LUMO energy (spin up / spin down) at -0.63 / -0.63 eV.

XYZ file:
```
7
C2H2O3 ωB97M-V/def2-TZVPD
C 1.78 1.47 0.53
C 0.53 0.89 0.20
O 2.76 1.90 0.95
O 1.41 1.20 -0.81
O 0.59 -1.09 0.50
H -0.52 1.19 0.41
H 1.50 -1.15 0.19
```

---

## S
Density functional theory data (ωB97M-V/def2-TZVPD) for the molecule C2H2O3.

Its total charge is 0. The HOMO-LUMO gap is 11.54 eV. Its HOMO energy is -10.66 eV. The SMILES is C1OC12OO2. The calculation puts the LUMO energy at 0.88 eV.

XYZ file:
```
7
C2H2O3 ωB97M-V/def2-TZVPD
C -0.96 0.02 -0.01
C 0.62 0.01 0.05
O -0.13 1.14 -0.03
O 1.60 -0.42 -0.73
O 1.62 -0.46 0.73
H -1.34 -0.14 -0.92
H -1.41 -0.16 0.90
```

---

Relative energies, kJ/mol: P 0.0; Q 425.9; R 143.7; S 299.7.

---

## P
Density functional theory data (ωB97M-V/def2-TZVPD) for a 2-piece molecular cluster, CH5NOS2 overall.

Its total charge is 0. The HOMO-LUMO gap is 8.57 eV. Its HOMO energy is -8.22 eV. The SMILES is NC=O.SS. The calculation puts the LUMO energy at 0.34 eV.

XYZ file:
```
10
CH5NOS2 ωB97M-V/def2-TZVPD
S -1.93 1.83 1.11
S -0.16 2.15 -0.02
H -1.49 0.57 1.40
H -0.42 3.47 -0.06
C 0.30 -1.41 0.15
N 1.01 -1.21 -0.99
O 0.24 -0.68 1.12
H -0.23 -2.38 0.17
H 1.10 -0.38 -1.55
H 1.58 -1.96 -1.33
```

---

## Q
Density functional theory data (ωB97M-V/def2-TZVPD) for CH5NOS2 as an isolated structure.

Its total charge is 0. The HOMO-LUMO gap (spin up / spin down) is 7.06 / 8.21 eV. Its HOMO energy (spin up / spin down) is -7.23 / -7.56 eV. The calculation puts the LUMO energy (spin up / spin down) at -0.17 / 0.65 eV.

XYZ file:
```
10
CH5NOS2 ωB97M-V/def2-TZVPD
C 1.12 -0.72 -0.08
N -0.97 0.26 0.55
O 1.59 0.38 -0.60
S -2.04 -0.60 -0.38
S -0.61 1.76 0.01
H 1.06 -0.90 0.95
H 0.71 -1.42 -0.67
H 0.99 0.79 -1.19
H -2.24 -1.63 0.44
H 0.40 2.07 0.96
```

---

Relative energies, kJ/mol: P 0.0; Q 395.7.

---

## P
Density functional theory data (ωB97M-V/def2-TZVPD) for a 2-piece molecular cluster, CH5NOS2 overall.

Its total charge is 0. The HOMO-LUMO gap is 8.77 eV. Its HOMO energy is -8.39 eV. The SMILES is NC=O.SS. The calculation puts the LUMO energy at 0.38 eV.

XYZ file:
```
10
CH5NOS2 ωB97M-V/def2-TZVPD
S -0.81 0.62 -1.52
S -1.32 -1.22 -0.63
H 0.20 0.82 -0.69
H -2.58 -1.19 -1.09
C 1.61 0.03 1.37
N 0.95 0.52 2.46
O 2.10 0.70 0.49
H 1.72 -1.06 1.36
H 0.94 1.53 2.59
H 0.96 -0.08 3.25
```

---

## Q
Density functional theory data (ωB97M-V/def2-TZVPD) for a 2-piece molecular cluster, CH5NOS2 overall.

Its total charge is 0. The HOMO-LUMO gap is 9.92 eV. Its HOMO energy is -9.79 eV. The SMILES is NC=O.SS. The calculation puts the LUMO energy at 0.13 eV.

XYZ file:
```
10
CH5NOS2 ωB97M-V/def2-TZVPD
C 0.92 -0.12 -1.44
N 0.33 1.12 -1.54
O 0.75 -1.05 -2.23
H 1.71 -0.15 -0.65
H 0.41 1.73 -0.73
H -0.37 1.28 -2.22
S -1.49 0.18 1.74
S -0.05 -0.79 2.89
H -1.27 -0.55 0.63
H -0.93 -1.63 3.55
```

---

Relative energies, kJ/mol: P 13.0; Q 0.0.

---

## P
Density functional theory data (ωB97M-V/def2-TZVPD) for C5H8N2S as an isolated structure.

Its total charge is 0. The HOMO-LUMO gap (spin up / spin down) is 6.93 / 6.93 eV. Its HOMO energy (spin up / spin down) is -6.42 / -6.42 eV. The calculation puts the LUMO energy (spin up / spin down) at 0.51 / 0.51 eV.

XYZ file:
```
16
C5H8N2S ωB97M-V/def2-TZVPD
C -1.49 -1.49 -0.31
C -0.10 -1.60 -0.32
C -0.26 0.56 0.34
C -0.17 1.94 0.48
C 1.96 -0.46 -0.11
N -1.89 -0.26 0.11
N 0.51 -0.44 0.07
S -3.22 0.64 0.08
H -2.20 -2.18 -0.74
H 0.40 -2.40 -0.74
H -0.07 2.45 -0.53
H -1.06 2.33 0.91
H 0.72 2.40 1.13
H 2.25 -0.79 -1.09
H 2.23 0.56 0.19
H 2.38 -1.26 0.54
```

---

## Q
Density functional theory data (ωB97M-V/def2-TZVPD) for the molecule C5H8N2S.

Its total charge is 0. The HOMO-LUMO gap is 9.43 eV. Its HOMO energy is -8.87 eV. The SMILES is [H]/N=C1/C=CCN1SC. The calculation puts the LUMO energy at 0.56 eV.

XYZ file:
```
16
C5H8N2S ωB97M-V/def2-TZVPD
C 2.16 -0.23 0.72
C -0.60 -1.21 -0.45
C -1.98 -0.72 -0.25
C -1.86 0.62 0.03
C -0.59 1.11 -0.26
H 1.75 -1.19 1.16
H 3.19 -0.28 0.84
H 1.77 0.53 1.44
H -0.22 -1.76 0.44
H -0.57 -1.82 -1.32
H -2.89 -1.39 -0.10
H -2.59 1.53 0.05
H 0.87 2.26 -0.44
N 0.10 0.00 -0.71
N -0.22 2.35 -0.21
S 1.68 0.19 -0.93
```

---

Relative energies, kJ/mol: P 157.3; Q 0.0.

---

## P
Density functional theory data (ωB97M-V/def2-TZVPD) for an isolated ion of composition C7H10N and charge +1.

Its total charge is +1. The HOMO-LUMO gap (spin up / spin down) is 7.02 / 6.49 eV. Its HOMO energy (spin up / spin down) is -13.24 / -12.90 eV. The calculation puts the LUMO energy (spin up / spin down) at -6.22 / -6.41 eV.

XYZ file:
```
18
C7H10N ωB97M-V/def2-TZVPD
C 3.43 -1.27 -0.16
C 2.23 -1.29 -0.04
C -0.02 -0.67 -0.96
C 0.85 -1.09 0.09
C 0.57 1.68 0.63
C -1.12 0.42 -0.47
C -1.96 -0.12 0.66
N -0.53 1.64 0.09
H 4.43 -1.58 -0.09
H 0.72 -0.15 -1.74
H -0.66 -1.39 -1.56
H 0.55 -1.41 1.07
H 0.96 2.71 0.99
H -1.80 0.71 -1.35
H -2.99 -0.11 0.44
H -1.71 0.58 1.52
H -1.67 -1.06 1.02
H -1.26 2.42 -0.14
```

---

## Q
Density functional theory data (ωB97M-V/def2-TZVPD) for an isolated ion of composition C7H10N and charge +1.

Its total charge is +1. The HOMO-LUMO gap is 8.68 eV. Its HOMO energy is -13.91 eV. The calculation puts the LUMO energy at -5.23 eV.

XYZ file:
```
18
C7H10N ωB97M-V/def2-TZVPD
C 2.15 -1.09 0.58
C 2.11 0.18 0.61
C 1.14 -1.73 -0.19
C 1.76 1.04 -1.22
C 0.96 -0.11 -0.31
C -1.74 -0.37 0.59
C -0.31 0.32 0.51
N 2.50 1.29 0.03
H 1.75 -2.32 -0.96
H 0.40 -2.29 0.17
H 2.34 0.65 -2.04
H 1.11 1.82 -1.57
H -1.85 -1.12 -0.20
H -2.49 0.42 0.68
H -1.85 -0.91 1.58
H 0.10 0.14 1.53
H -0.37 1.48 0.46
H 3.47 1.65 0.15
```

---

Relative energies, kJ/mol: P 0.0; Q 75.4.

---

## P
Density functional theory data (ωB97M-V/def2-TZVPD) for an isolated ion of composition C7H10N and charge +1.

Its total charge is +1. The HOMO-LUMO gap is 9.88 eV. Its HOMO energy is -14.96 eV. The SMILES is C=C1[N+](=C)C12CCC2. The calculation puts the LUMO energy at -5.08 eV.

XYZ file:
```
18
C7H10N ωB97M-V/def2-TZVPD
C 1.45 0.66 -0.06
C 2.29 1.63 0.14
C 1.70 -1.87 0.08
C -2.12 0.09 0.09
C -1.09 0.07 -1.14
C -0.94 0.16 1.07
C 0.02 0.27 -0.10
N 1.23 -0.73 -0.11
H 3.40 1.43 0.13
H 2.01 2.71 0.15
H 0.96 -2.78 -0.01
H 2.70 -1.90 0.09
H -2.77 0.83 0.25
H -2.57 -0.81 0.00
H -0.89 -0.77 -1.77
H -1.08 0.98 -1.77
H -1.02 0.98 1.64
H -0.88 -0.67 1.62
```

---

## Q
Density functional theory data (ωB97M-V/def2-TZVPD) for an isolated ion of composition C7H10N and charge +1.

Its total charge is +1. The HOMO-LUMO gap is 9.44 eV. Its HOMO energy is -14.04 eV. The calculation puts the LUMO energy at -4.61 eV.

XYZ file:
```
18
C7H10N ωB97M-V/def2-TZVPD
C -3.17 -0.60 0.13
C -2.26 0.21 0.15
C -0.17 1.70 -0.31
C -1.05 0.78 -0.02
C 1.31 1.54 -0.09
C 1.48 0.20 0.63
C 0.24 -1.60 -0.54
N 0.27 -0.58 0.58
H -4.09 -1.04 0.08
H -0.49 2.66 -0.64
H 1.83 1.64 -1.01
H 1.61 2.22 0.60
H 2.21 -0.35 0.02
H 1.87 0.31 1.60
H 0.20 -1.46 -1.66
H 1.02 -2.35 -0.44
H -0.77 -2.11 -0.50
H -0.02 -1.17 1.43
```

---

Relative energies, kJ/mol: P 39.6; Q 0.0.

---

## P
Density functional theory data (ωB97M-V/def2-TZVPD) for the molecule C5H12N2O.

Its total charge is 0. The HOMO-LUMO gap is 8.18 eV. Its HOMO energy is -7.66 eV. The calculation puts the LUMO energy at 0.52 eV.

XYZ file:
```
20
C5H12N2O ωB97M-V/def2-TZVPD
C 0.50 0.15 0.63
C -0.81 -0.55 0.38
C 0.45 1.67 0.67
C -2.11 0.17 0.19
C 1.15 -0.56 -0.71
N 1.78 0.35 -1.63
N -0.84 -1.85 0.73
O 1.60 -1.74 -0.52
H 1.02 -0.25 1.50
H -0.04 -0.64 -1.20
H 2.53 0.87 -1.19
H 2.22 -0.20 -2.37
H -1.62 -2.39 0.39
H 0.08 -2.30 0.60
H 1.46 2.06 0.83
H 0.10 2.08 -0.28
H -0.17 2.04 1.48
H -1.98 1.06 -0.43
H -2.85 -0.48 -0.27
H -2.48 0.49 1.17
```

---

## Q
Density functional theory data (ωB97M-V/def2-TZVPD) for a 2-piece molecular cluster, C5H12N2O overall.

Its total charge is 0. The HOMO-LUMO gap (spin up / spin down) is 8.55 / 6.87 eV. Its HOMO energy (spin up / spin down) is -8.39 / -7.64 eV. The calculation puts the LUMO energy (spin up / spin down) at 0.16 / -0.76 eV.

XYZ file:
```
20
C5H12N2O ωB97M-V/def2-TZVPD
C -0.55 -0.92 -0.58
C -0.98 1.26 0.36
C 1.41 1.02 0.79
C 0.59 -1.27 -1.47
C -0.73 -1.72 0.67
N 0.37 1.19 -0.22
N -0.36 2.69 0.18
O -0.76 3.44 -0.69
H -1.47 -0.73 -1.13
H -1.81 1.16 -0.32
H -1.13 0.97 1.39
H 2.29 1.56 0.45
H 1.67 -0.03 0.90
H 1.14 1.41 1.78
H 0.71 -0.56 -2.28
H -1.62 -1.43 1.24
H 1.53 -1.35 -0.92
H 0.40 -2.26 -1.91
H -0.84 -2.78 0.41
H 0.14 -1.65 1.33
```

---

Relative energies, kJ/mol: P 0.0; Q 470.2.